No. 1
ORCA calculation (wB97M-V/def2-TZVPD) on 2 unconnected molecules or ions with the total composition C5H16N2O in a non-equilibrium geometry.

SMILES string: CNCC[C@H](C)N.O
LUMO, eV: 0.964
Strongest force on any atom, eV/A: 3.15
Kohn-Sham gap, eV: 9.4853
Energy above the lowest of the compared OMol25 structures with the same formula, charge and spin, eV: 2.496

Geometry as ORCA input:
```
! RIJCOSX wB97M-V def2-TZVPD def2/J DEFGRID3
* xyz 0 1
N 0.566 0.382 2.114
H -1.298 -0.820 1.018
H -2.762 0.125 1.301
H 0.959 -0.043 1.193
H 6.026 -2.433 -3.192
H 0.709 -0.162 4.105
N -0.636 1.202 -1.121
H -0.399 -1.369 3.289
C -1.980 0.741 -0.580
C -0.788 1.038 1.707
C -2.567 -0.154 -1.679
H -2.273 0.220 -2.676
H 1.550 -1.238 3.171
H -0.396 1.945 1.225
C -1.704 0.161 0.835
C 0.542 -0.771 3.200
H 4.844 -2.510 -4.070
H -1.315 1.499 2.667
H -2.142 -1.188 -1.617
H -0.298 0.418 -1.579
H -2.641 1.623 -0.511
H -3.600 -0.348 -1.485
H -0.603 1.968 -1.850
O 5.388 -1.858 -3.604
*
```

Computed Löwdin charges, given in elementary charges: number 1, N, carries -0.146; number 2, H, carries 0.088; number 3, H, carries 0.127; number 4, H, carries 0.105; number 5, H, carries 0.021; number 6, H, carries 0.052; number 7, N, carries 0.003; number 8, H, carries 0.068; number 9, C, carries -0.409; number 10, C, carries -0.253; number 11, C, carries -0.088; number 12, H, carries 0.080; number 13, H, carries 0.065; number 14, H, carries 0.083; number 15, C, carries -0.185; number 16, C, carries -0.123; number 17, H, carries 0.037; number 18, H, carries 0.135; number 19, H, carries 0.086; number 20, H, carries 0.021; number 21, H, carries 0.134; number 22, H, carries 0.057; number 23, H, carries 0.100; number 24, O, carries -0.058

No. 2
ORCA calculation (wB97M-V/def2-TZVPD) on a molecular structure, C5H16N2O in a non-equilibrium geometry.

LUMO, eV: 0.779
Strongest force on any atom, eV/A: 3.40
Kohn-Sham gap, eV: 9.5642
Energy above the lowest of the compared OMol25 structures with the same formula, charge and spin, eV: 5.075

Geometry as ORCA input:
```
! RIJCOSX wB97M-V def2-TZVPD def2/J DEFGRID3
* xyz 0 1
N -1.776 -0.412 -1.440
H -0.640 0.221 1.666
C -1.603 -0.578 0.029
H 3.754 2.432 0.674
H 0.907 1.469 -0.176
H -2.552 -0.657 0.533
H 1.268 -1.508 2.237
C -0.620 0.475 0.614
H -0.963 -1.452 0.101
H -1.148 1.447 0.443
H 3.576 0.650 0.598
H 3.290 1.614 -0.745
C -2.627 -1.531 -1.871
H -2.297 0.443 -1.608
H -2.870 -1.457 -2.939
H 1.498 2.886 0.371
H 1.342 1.913 1.752
C 1.684 1.866 0.717
N 0.691 0.424 -0.063
H 1.097 -0.866 0.789
H -2.081 -2.456 -1.714
O 0.988 -1.737 1.343
C 3.111 1.598 0.349
H -3.588 -1.591 -1.296
*
```

Computed Löwdin charges, given in elementary charges: number 1, N, carries -0.128; number 2, H, carries 0.096; number 3, C, carries -0.236; number 4, H, carries 0.083; number 5, H, carries -0.016; number 6, H, carries 0.109; number 7, H, carries 0.020; number 8, C, carries -0.297; number 9, H, carries 0.091; number 10, H, carries 0.118; number 11, H, carries 0.074; number 12, H, carries 0.091; number 13, C, carries -0.157; number 14, H, carries 0.090; number 15, H, carries 0.073; number 16, H, carries 0.116; number 17, H, carries 0.110; number 18, C, carries -0.140; number 19, N, carries 0.011; number 20, H, carries -0.006; number 21, H, carries 0.073; number 22, O, carries -0.138; number 23, C, carries -0.118; number 24, H, carries 0.080

Among the records above, which one has the highest energy above the lowest of the compared OMol25 structures with the same formula, charge and spin?
number 2

Repeat the first record exactly.
ORCA calculation (wB97M-V/def2-TZVPD) on 2 unconnected molecules or ions with the total composition C5H16N2O in a non-equilibrium geometry.

SMILES string: CNCC[C@H](C)N.O
LUMO, eV: 0.964
Strongest force on any atom, eV/A: 3.15
Kohn-Sham gap, eV: 9.4853
Energy above the lowest of the compared OMol25 structures with the same formula, charge and spin, eV: 2.496

Geometry as ORCA input:
```
! RIJCOSX wB97M-V def2-TZVPD def2/J DEFGRID3
* xyz 0 1
N 0.566 0.382 2.114
H -1.298 -0.820 1.018
H -2.762 0.125 1.301
H 0.959 -0.043 1.193
H 6.026 -2.433 -3.192
H 0.709 -0.162 4.105
N -0.636 1.202 -1.121
H -0.399 -1.369 3.289
C -1.980 0.741 -0.580
C -0.788 1.038 1.707
C -2.567 -0.154 -1.679
H -2.273 0.220 -2.676
H 1.550 -1.238 3.171
H -0.396 1.945 1.225
C -1.704 0.161 0.835
C 0.542 -0.771 3.200
H 4.844 -2.510 -4.070
H -1.315 1.499 2.667
H -2.142 -1.188 -1.617
H -0.298 0.418 -1.579
H -2.641 1.623 -0.511
H -3.600 -0.348 -1.485
H -0.603 1.968 -1.850
O 5.388 -1.858 -3.604
*
```

Computed Löwdin charges, given in elementary charges: number 1, N, carries -0.146; number 2, H, carries 0.088; number 3, H, carries 0.127; number 4, H, carries 0.105; number 5, H, carries 0.021; number 6, H, carries 0.052; number 7, N, carries 0.003; number 8, H, carries 0.068; number 9, C, carries -0.409; number 10, C, carries -0.253; number 11, C, carries -0.088; number 12, H, carries 0.080; number 13, H, carries 0.065; number 14, H, carries 0.083; number 15, C, carries -0.185; number 16, C, carries -0.123; number 17, H, carries 0.037; number 18, H, carries 0.135; number 19, H, carries 0.086; number 20, H, carries 0.021; number 21, H, carries 0.134; number 22, H, carries 0.057; number 23, H, carries 0.100; number 24, O, carries -0.058

Which of these has the highest energy above the lowest of the compared OMol25 structures with the same formula, charge and spin?
number 2